1.
Computed, not measured: a cluster of 2 separate species, C10H13O2 in total at a distorted geometry, with ωB97M-V/def2-TZVPD.

Summary:
- <S²>: 0.760
- Multiplicity: 2
- HOMO-LUMO gap (alpha / beta): 2.834 / 7.088 eV
- Lowest unoccupied orbital energy (alpha / beta): 6.46 / 6.38 eV
- Total charge: -2

Each line ends with the Mulliken spin population.
Cartesian coordinates (Å):
C: 0.237 -1.091 1.952  0.03
C: -0.204 -2.417 2.543  0.00
C: 1.889 -1.054 1.811  0.01
O: 2.340 0.077 1.579  0.00
O: 2.461 -2.148 1.982  0.00
H: 0.074 -1.154 0.871  -0.01
H: 0.061 -0.198 2.535  -0.01
H: -1.266 -2.675 2.614  0.00
H: 0.157 -2.658 3.565  0.00
H: 0.396 -3.154 1.998  0.00
C: 0.382 3.018 -1.259  -0.10
C: -2.139 -0.466 -1.749  -0.05
C: -2.707 0.768 -1.610  0.07
C: -0.692 -0.604 -1.707  0.42
C: -1.860 1.911 -1.527  0.39
C: 0.109 0.529 -1.635  -0.03
C: -0.443 1.791 -1.438  0.03
H: -2.763 -1.354 -1.793  0.02
H: -3.753 0.961 -1.386  0.03
H: -0.353 -1.626 -1.843  0.05
H: -2.325 2.889 -1.395  0.07
H: 1.183 0.391 -1.544  0.01
H: 1.007 3.216 -2.134  0.02
H: 0.934 2.944 -0.308  0.01
H: -0.252 3.884 -1.034  0.05

=====

2.
Computed, not measured: a structure of composition C34H38IrN5O4S6Si at a distorted geometry, with ωB97M-V/def2-TZVPD.

Summary:
- <S²>: 0.762
- Multiplicity: 2
- HOMO-LUMO gap (alpha / beta): 6.966 / 6.586 eV
- Lowest unoccupied orbital energy (alpha / beta): 2.33 / 1.96 eV
- Total charge: -1

Each line ends with the Mulliken spin population.
Cartesian coordinates (Å):
Ir: 0.485 -0.182 1.816  0.46
S: 0.283 -0.062 4.131  0.04
S: 2.212 0.284 4.813  0.00
S: 3.191 -1.143 3.743  0.00
S: 2.899 -0.421 1.838  -0.01
N: -3.740 4.429 -4.254  0.00
C: -3.493 4.165 -2.902  0.00
C: -2.427 4.775 -2.243  0.00
C: -2.203 4.528 -0.899  0.00
C: -3.031 3.666 -0.196  0.00
C: -4.117 3.083 -0.837  0.00
C: -4.346 3.332 -2.178  0.00
S: -2.692 3.320 1.515  0.00
O: -3.956 3.281 2.204  0.00
O: -1.746 4.337 1.916  0.00
N: -1.881 1.935 1.558  0.00
C: -2.491 0.766 1.500  0.00
N: -3.785 0.631 1.118  0.00
C: -4.331 -0.565 1.150  0.00
C: -3.649 -1.706 1.537  0.00
C: -2.312 -1.529 1.821  0.00
N: -1.715 -0.344 1.804  0.00
H: -2.929 4.720 -4.776  0.00
H: -4.253 3.705 -4.731  0.00
H: -1.772 5.445 -2.790  0.00
H: -1.383 5.007 -0.380  0.00
H: -4.762 2.425 -0.273  0.00
H: -5.189 2.869 -2.678  0.00
H: -5.370 -0.621 0.836  0.00
H: -4.111 -2.680 1.578  0.00
H: -1.683 -2.365 2.090  0.00
C: 4.970 2.443 -3.491  0.00
C: 3.972 2.631 -2.381  0.00
C: 4.279 2.267 -1.073  0.00
C: 3.340 2.378 -0.058  0.00
C: 2.077 2.855 -0.361  0.00
C: 1.748 3.227 -1.655  0.00
C: 2.700 3.128 -2.656  0.00
S: 0.786 2.904 0.874  0.00
C: 1.326 4.401 1.698  0.00
O: 1.191 1.881 1.931  -0.01
H: 5.972 2.274 -3.098  0.00
H: 5.001 3.312 -4.149  0.00
H: 4.701 1.578 -4.103  0.00
H: 5.262 1.871 -0.846  0.00
H: 3.563 2.045 0.948  0.00
H: 0.745 3.577 -1.875  0.00
H: 2.443 3.405 -3.672  0.00
H: 2.288 4.188 2.164  0.00
H: 0.568 4.635 2.439  0.00
H: 1.417 5.198 0.961  0.00
C: -1.190 -1.901 -1.392  0.00
Si: -0.241 -0.276 -1.551  0.00
C: -1.490 0.994 -2.149  0.00
C: 1.019 -0.516 -2.939  0.00
O: 0.490 0.216 -0.202  0.01
H: -1.232 -2.406 -2.362  0.00
H: -2.215 -1.734 -1.054  0.00
H: -0.715 -2.582 -0.683  0.00
H: -2.031 0.622 -3.025  0.00
H: -1.024 1.944 -2.419  0.00
H: -2.221 1.201 -1.364  0.00
H: 0.533 -0.420 -3.915  0.00
H: 1.482 -1.505 -2.898  0.00
H: 1.813 0.233 -2.875  0.00
N: 0.548 -2.024 1.652  0.49
C: 0.783 -3.254 1.649  -0.04
C: 1.724 -3.856 0.658  0.02
C: 2.262 -5.126 0.850  -0.01
C: 3.160 -5.653 -0.068  0.01
C: 3.530 -4.915 -1.182  -0.01
C: 3.016 -3.637 -1.364  0.00
C: 2.124 -3.107 -0.448  -0.01
C: 0.066 -4.126 2.635  0.04
C: -0.594 -5.280 2.219  -0.01
C: -1.355 -6.012 3.119  0.01
C: -1.455 -5.600 4.441  0.00
C: -0.796 -4.452 4.859  0.00
C: -0.040 -3.712 3.961  -0.01
H: 1.993 -5.696 1.730  0.00
H: 3.578 -6.639 0.095  0.00
H: 4.225 -5.329 -1.902  0.00
H: 3.321 -3.044 -2.217  0.00
H: 1.746 -2.099 -0.560  0.01
H: -0.524 -5.594 1.184  0.00
H: -1.874 -6.902 2.785  0.00
H: -2.053 -6.169 5.142  0.00
H: -0.872 -4.123 5.888  0.00
H: 0.458 -2.802 4.271  -0.01

=====

3.
Computed, not measured: a structure of composition C15H10N2S2SbSe4Tc at a distorted geometry, with ωB97M-V/def2-TZVPD.

Summary:
- HOMO-LUMO gap: 5.273 eV
- Lowest unoccupied orbital energy: -9.29 eV
- Total charge: +2

Each line ends with the natural charge from an NBO analysis.
Cartesian coordinates (Å):
Tc: 1.140 0.147 -0.434  -0.25
C: 1.527 0.649 3.005  -0.65
C: 2.167 0.718 1.651  0.04
C: 2.138 1.903 0.884  -0.13
C: 2.806 1.993 -0.347  -0.19
C: 3.510 0.890 -0.837  -0.16
C: 3.539 -0.305 -0.103  -0.16
C: 2.862 -0.399 1.116  -0.21
H: 1.119 -0.337 3.210  0.25
H: 0.742 1.395 3.113  0.25
H: 2.292 0.856 3.758  0.28
H: 1.615 2.766 1.278  0.27
H: 2.802 2.929 -0.890  0.29
H: 4.061 0.966 -1.765  0.28
H: 4.098 -1.155 -0.472  0.28
H: 2.902 -1.316 1.691  0.28
S: -0.687 1.394 -0.704  0.49
C: -2.020 0.582 -0.084  -0.14
C: -3.325 1.142 -0.153  -0.18
C: -4.360 0.489 0.444  -0.07
C: -5.678 1.057 0.409  0.21
N: -6.731 1.514 0.386  -0.15
C: -4.141 -0.760 1.130  -0.05
C: -2.898 -1.318 1.191  -0.15
C: -1.806 -0.644 0.586  -0.24
S: -0.231 -1.233 0.702  0.44
C: -5.246 -1.423 1.762  0.20
N: -6.130 -1.951 2.271  -0.14
H: -3.494 2.074 -0.677  0.27
H: -2.747 -2.262 1.698  0.27
Se: 3.801 -1.687 -7.059  -0.22
Sb: 2.199 -2.578 -5.716  1.04
Se: 0.952 -0.933 -2.477  0.44
Se: 2.962 -1.496 -3.347  -0.21
Se: 0.260 -3.668 -5.219  -0.28

=====

4.
Computed, not measured: a cluster of 4 separate species, C39H77FN8O7PS in total at a distorted geometry, with ωB97M-V/def2-TZVPD.

Summary:
- HOMO-LUMO gap: 6.365 eV
- Lowest unoccupied orbital energy: -2.54 eV
- Total charge: +1

Each line ends with the Löwdin charge.
Cartesian coordinates (Å):
C: -1.223 -2.522 4.067  0.04
C: -1.418 -2.733 2.743  -0.18
C: -2.205 -1.897 1.786  -0.12
N: -1.545 -1.071 0.710  -0.05
C: -2.754 -0.990 -0.264  -0.17
N: -2.879 -2.147 -1.091  0.06
C: -1.354 0.383 1.079  -0.30
F: -2.530 1.106 1.008  0.04
C: -0.954 0.764 2.521  -0.07
C: 0.250 1.712 2.698  -0.17
C: 0.114 2.497 4.035  -0.14
C: 0.884 3.847 3.973  -0.21
O: 1.970 3.883 4.884  -0.18
C: 3.125 3.287 4.346  -0.11
C: -0.441 0.885 -0.155  -0.08
N: -1.265 2.008 -0.730  0.08
C: -0.842 3.147 -0.617  -0.79
S: -0.257 4.583 -0.460  0.80
C: -0.082 -0.375 -1.084  -0.26
C: 1.403 -0.095 -1.471  -0.14
C: 1.667 0.863 -2.629  -0.23
N: 1.539 2.284 -2.261  0.04
N: -0.747 -0.609 -2.343  -0.08
C: -1.514 0.390 -3.064  -0.05
C: -0.425 -1.711 -3.221  -0.44
C: 0.750 -1.780 -4.195  0.01
O: -1.194 -2.653 -3.283  0.08
C: -0.235 -1.469 0.100  -0.27
C: 0.975 -1.359 1.148  -0.07
C: 2.018 -2.477 1.320  -0.21
C: 1.783 -3.573 2.137  -0.09
C: 2.665 -4.569 2.371  -0.07
C: 3.916 -4.541 1.789  -0.07
C: 4.213 -3.453 1.029  -0.06
C: 3.306 -2.431 0.798  -0.22
C: 3.882 -1.275 -0.005  -0.03
P: -0.139 -3.317 -0.383  0.96
O: -1.433 -4.305 -0.215  -0.26
O: 0.932 -3.729 -1.545  -0.20
H: -0.246 -2.573 4.541  0.07
H: -2.112 -2.263 4.650  0.08
H: -1.090 -3.712 2.388  0.09
H: -2.956 -2.589 1.392  0.11
H: -2.822 -1.201 2.369  0.15
H: -3.675 -0.856 0.297  0.14
H: -2.719 -0.143 -0.943  0.11
H: -3.112 -1.915 -2.043  0.09
H: -3.495 -2.857 -0.710  0.06
H: -1.776 1.246 3.046  0.12
H: -0.737 -0.105 3.151  0.10
H: 0.353 2.471 1.918  0.08
H: 1.203 1.172 2.737  0.11
H: -0.935 2.778 4.166  0.11
H: 0.466 1.900 4.877  0.12
H: 1.300 4.035 2.972  0.11
H: 0.202 4.673 4.181  0.13
H: 3.344 3.629 3.325  0.06
H: 2.996 2.195 4.304  0.09
H: 3.971 3.568 4.971  0.10
H: 0.458 1.425 0.118  0.11
H: 2.029 0.281 -0.666  0.08
H: 1.835 -1.068 -1.727  0.08
H: 2.723 0.723 -2.903  0.12
H: 1.114 0.699 -3.552  0.10
H: 0.963 2.784 -2.922  0.07
H: 2.437 2.729 -2.152  0.05
H: -1.080 1.390 -3.019  0.05
H: -1.504 0.135 -4.130  0.11
H: -2.575 0.499 -2.796  0.09
H: 1.707 -1.437 -3.799  0.07
H: 0.877 -2.800 -4.548  0.09
H: 0.524 -1.177 -5.082  0.10
H: 0.558 -1.307 2.158  0.10
H: 1.513 -0.414 1.071  0.10
H: 0.830 -3.656 2.643  0.08
H: 2.400 -5.398 3.016  0.11
H: 4.665 -5.312 1.911  0.11
H: 5.211 -3.398 0.607  0.12
H: 4.964 -1.258 0.145  0.08
H: 3.747 -1.344 -1.083  0.08
H: 3.533 -0.342 0.438  0.07
H: -1.786 -4.724 -1.025  0.07
H: 1.748 -3.215 -1.541  0.06
C: 6.237 4.637 0.537  -0.06
C: 4.953 3.821 0.638  -0.43
C: 5.097 2.532 1.458  -0.22
O: 5.760 1.477 0.790  -0.20
C: 7.178 1.545 0.823  -0.09
N: 4.453 3.538 -0.711  0.05
H: 6.946 4.207 -0.171  0.07
H: 6.015 5.646 0.192  0.08
H: 6.730 4.717 1.508  0.08
H: 4.213 4.446 1.148  0.13
H: 4.088 2.157 1.664  0.10
H: 5.566 2.722 2.432  0.12
H: 7.543 1.967 1.763  0.10
H: 7.559 2.123 -0.021  0.08
H: 7.561 0.529 0.727  0.09
H: 3.546 3.085 -0.625  0.04
H: 5.052 2.820 -1.113  0.07
C: -4.472 6.596 -3.513  -0.07
C: -3.530 6.710 -4.708  -0.43
C: -3.091 5.352 -5.277  -0.20
O: -2.106 4.681 -4.507  -0.19
C: -2.603 3.963 -3.396  -0.11
N: -2.384 7.540 -4.327  0.04
H: -3.947 6.327 -2.596  0.06
H: -4.963 7.551 -3.330  0.08
H: -5.251 5.851 -3.694  0.08
H: -4.074 7.229 -5.502  0.14
H: -2.625 5.530 -6.250  0.12
H: -3.952 4.695 -5.456  0.12
H: -3.585 3.524 -3.596  0.10
H: -2.651 4.603 -2.513  0.06
H: -1.901 3.158 -3.182  0.04
H: -1.807 7.706 -5.148  0.07
H: -1.789 6.983 -3.719  0.07
C: -4.245 -5.376 2.424  -0.06
C: -5.283 -5.521 1.318  -0.41
C: -5.701 -6.972 1.043  -0.20
O: -4.752 -7.724 0.313  -0.19
C: -3.690 -8.264 1.081  -0.10
N: -4.773 -4.864 0.103  0.05
H: -3.244 -5.650 2.089  0.06
H: -4.201 -4.334 2.749  0.07
H: -4.494 -5.987 3.293  0.09
H: -6.180 -4.985 1.642  0.14
H: -6.598 -6.951 0.419  0.13
H: -5.976 -7.491 1.970  0.12
H: -4.019 -8.553 2.083  0.09
H: -2.859 -7.557 1.149  0.07
H: -3.326 -9.152 0.566  0.09
H: -5.503 -4.869 -0.605  0.08
H: -4.055 -5.472 -0.284  0.06

=====

Here are the calculated E numbers, same order: -14672.7532 -127249.0933 -310472.4961 -90771.0109 (eV).